Formula: C13H20N2O2S
Source: the OMol25 dataset
Level of theory: wB97M-V/def2-TZVPD

XYZ file:
```
38
Properties=species:S:1:pos:R:3:forces:R:3
C 2.5893 -1.1551 1.5035 0.01 -0.01 0.01
H 3.2338 -2.0309 1.4643 0.08 0.08 0.01
O 1.2870 -1.6130 1.2321 0.01 -0.12 -0.03
C 0.2916 -0.6296 1.3588 -0.09 0.09 -0.10
C 0.3521 0.4355 0.2420 0.48 -0.35 0.17
N -0.9646 0.8911 -0.1668 -0.03 -0.13 -0.39
C -1.3285 0.9888 -1.4682 -0.13 0.22 0.10
N -0.7213 0.1965 -2.4016 0.29 0.09 -0.23
C -0.3267 -1.1452 -2.2753 0.09 -0.46 0.08
C -0.9256 -1.9977 -1.3534 -0.04 0.14 -0.12
C -0.5067 -3.3101 -1.2530 0.04 -0.04 -0.02
C 0.4947 -3.7901 -2.0798 0.03 -0.12 0.02
C 1.0673 -2.9530 -3.0230 -0.01 -0.06 -0.03
C 0.6607 -1.6364 -3.1253 -0.08 0.13 0.10
H 1.1060 -0.9788 -3.8578 0.07 0.09 -0.04
H 1.8384 -3.3252 -3.6810 0.06 -0.03 -0.05
H 0.8210 -4.8153 -1.9967 0.03 -0.09 0.01
H -0.9720 -3.9638 -0.5311 -0.04 -0.06 0.08
H -1.7284 -1.6272 -0.7343 -0.06 0.03 0.07
H -0.8866 0.5137 -3.3484 -0.09 0.00 0.25
S -2.4600 2.0775 -2.0037 -0.41 0.37 -0.32
C -1.6641 1.7080 0.8044 -0.08 0.46 0.21
C -1.0619 3.1161 0.9537 -0.22 -0.16 -0.19
O 0.1231 3.1553 1.7197 0.22 0.00 -0.01
C -0.0826 3.1826 3.1096 0.00 0.00 0.02
H -0.6887 4.0484 3.4009 0.01 -0.01 0.01
H -0.5740 2.2734 3.4750 0.01 0.00 0.03
H 0.9029 3.2630 3.5645 -0.06 -0.01 0.09
H -0.7947 3.4940 -0.0361 -0.15 -0.03 0.09
H -1.8157 3.7839 1.3899 0.01 0.01 -0.03
H -2.6992 1.8088 0.4732 0.13 -0.07 0.16
H -1.6440 1.1858 1.7629 -0.02 0.00 0.04
H 0.9216 1.3062 0.5846 -0.03 -0.14 -0.13
H 0.8643 -0.0037 -0.6135 -0.01 0.07 0.15
H -0.6520 -1.1761 1.2989 -0.01 0.16 0.03
H 0.3649 -0.1507 2.3469 -0.06 -0.05 -0.03
H 2.9302 -0.4239 0.7631 0.03 0.01 0.00
H 2.6485 -0.7026 2.5010 0.02 0.00 0.00
```
Forces are in eV/Å.

The SMILES is COCCN(CCOC)C(=S)Nc1ccccc1. The value obtained for the frontier orbital gap is 8.79 eV. The value obtained for the HOMO energy is -0.2946 hartree. Its LUMO energy is 0.7718 eV. The relative energy (zero: lowest compared OMol25 entry of this formula, charge and spin) is 0.949 eV. The max |F| is 0.012 hartree/bohr. The net charge is 0. For the molar mass, the calculation gives 268.4 g/mol.


Formula: C13H20N2O8PS
Source: the OMol25 dataset
Level of theory: wB97M-V/def2-TZVPD

XYZ file:
```
45
Properties=species:S:1:pos:R:3:forces:R:3
C 1.0488 3.5687 -2.6128 0.59 -0.52 0.98
N -0.4503 3.5794 -2.7846 2.15 1.02 1.79
C -1.1169 4.1379 -1.7473 -3.69 -0.15 -0.73
C -2.5841 4.2082 -1.8686 2.17 -1.42 -2.30
C -3.0847 3.6245 -3.1067 0.52 1.38 0.21
P -4.9270 3.5586 -3.4342 -2.06 -2.51 0.75
O -5.2608 3.3752 -5.0546 1.31 1.37 1.90
O -5.7447 4.8256 -2.7775 1.83 -0.47 -1.50
S -5.5283 1.9135 -2.5790 0.84 0.55 -0.07
C -2.1794 3.0759 -4.1254 -0.85 0.96 2.09
N -0.8605 3.0733 -3.9091 -2.10 -0.23 -0.78
H 1.2468 2.8908 -1.7361 -0.04 0.62 -0.83
H 1.3963 4.5967 -2.3436 -0.33 -0.88 -0.47
H 1.5656 3.1515 -3.5046 -0.75 0.52 0.55
H -0.5929 4.5311 -0.8443 -0.14 -0.55 -1.16
H -3.2270 4.6587 -1.0892 0.62 -0.39 -0.62
H -5.0636 2.4262 -5.2096 -0.53 0.41 0.06
H -5.5111 4.8860 -1.8295 -0.39 -0.10 -0.45
H -2.6311 2.6766 -5.0600 0.97 0.29 0.72
C -0.6787 -0.8956 -0.1634 -0.19 0.38 -0.24
C 0.8167 -0.6765 -0.1603 -0.91 -0.49 -0.06
C 1.5045 -1.2131 1.0620 0.25 -0.60 0.09
O 2.6412 -0.3499 1.1780 -0.25 0.60 -0.27
C 2.3036 0.8282 0.6007 0.48 0.12 0.27
O 2.9417 1.8319 0.6826 -0.26 -0.09 -0.17
O 1.1338 0.7215 -0.0917 0.40 0.15 0.08
H -1.1114 -0.5415 -1.1023 0.01 -0.12 0.00
H -0.9222 -1.9526 -0.0471 0.11 0.02 0.00
H -1.1594 -0.3282 0.6367 0.13 -0.12 0.10
H 1.2580 -1.0798 -1.0768 0.10 0.02 0.09
H 1.8169 -2.2477 0.9393 0.11 0.13 0.09
H 0.9063 -1.1279 1.9733 -0.09 0.04 -0.11
C 4.0105 -4.3648 4.4669 0.19 0.35 -0.29
C 2.5193 -4.3152 4.2257 0.91 -0.05 0.48
C 1.8409 -5.6527 4.3330 -0.17 -0.28 0.40
O 0.7246 -5.5003 3.4537 0.14 0.34 -0.39
C 1.0753 -4.5747 2.5260 -0.21 -0.09 -0.16
O 0.4532 -4.3446 1.5341 0.15 0.10 0.16
O 2.2285 -3.9416 2.8733 -0.60 -0.22 -0.15
H 4.4319 -3.3583 4.4369 -0.02 -0.05 0.10
H 4.2390 -4.8066 5.4379 -0.09 0.02 -0.02
H 4.5146 -4.9383 3.6863 -0.13 -0.12 0.07
H 2.0548 -3.5781 4.8881 -0.09 -0.07 -0.05
H 1.5058 -5.8682 5.3469 -0.17 -0.01 -0.14
H 2.4555 -6.4838 3.9770 0.09 0.12 -0.02
```
Forces are in eV/Å.

The value obtained for the frontier orbital gap is 6.99 eV. The value obtained for the HOMO energy is -0.4499 hartree. Its LUMO energy is -5.2526 eV. The max |F| is 0.073 hartree/bohr. The net charge is +1. For the molar mass, the calculation gives 395.3 g/mol.


Formula: C13H20N5O2PdS2
Source: the OMol25 dataset
Level of theory: wB97M-V/def2-TZVPD

XYZ file:
```
43
Properties=species:S:1:pos:R:3:forces:R:3
Pd -0.1026 -0.3732 0.0418 -0.48 0.27 -0.20
C -2.9244 1.2560 0.7583 0.16 0.03 -0.03
C -1.6649 2.1067 0.9707 -0.10 0.03 -0.02
N -0.5096 1.7017 0.1382 0.02 -0.05 -0.06
C -0.4718 2.2540 -1.2302 0.02 0.04 -0.02
C -1.4380 1.5717 -2.1816 0.03 0.00 -0.02
S -1.3300 -0.2526 -2.0735 0.25 -0.06 0.21
C -3.0330 -0.7430 -1.6017 0.00 0.01 -0.01
C -3.3037 -1.0385 -0.1215 0.05 0.08 -0.07
N -2.5859 -0.1554 0.7763 -0.23 -0.13 0.25
H -3.4031 1.5030 -0.1889 0.01 -0.01 -0.01
H -3.6412 1.5292 1.5380 -0.02 0.02 -0.02
H -1.3464 2.0184 2.0096 0.03 -0.03 -0.01
H -1.8957 3.1596 0.7854 0.01 0.01 0.03
H 0.3353 2.0044 0.6220 -0.04 0.00 0.07
H 0.5449 2.1147 -1.5977 0.01 0.02 0.02
H -0.6755 3.3296 -1.2163 -0.02 -0.01 0.00
H -1.1922 1.8507 -3.2049 -0.01 -0.01 -0.01
H -2.4729 1.8537 -2.0059 0.00 -0.01 0.01
H -3.2459 -1.6375 -2.1854 -0.04 0.02 -0.02
H -3.6776 0.0422 -1.9963 0.02 0.01 0.00
H -2.9771 -2.0549 0.0973 0.01 0.01 0.02
H -4.3936 -1.0050 0.0129 -0.01 -0.02 -0.04
H -2.5979 -0.5241 1.7191 0.06 -0.03 -0.02
N -0.9236 -3.4188 -1.2972 -0.13 0.08 0.11
C 0.1185 -3.3864 -0.4213 0.06 -0.05 -0.06
N 0.7811 -2.2994 -0.1191 -0.17 0.07 0.48
C 1.8481 -2.6023 0.7520 0.11 -0.05 -0.11
C 2.8307 -1.7167 1.1762 0.00 -0.03 -0.03
C 3.8041 -2.1749 2.0430 0.00 0.00 0.00
C 3.8218 -3.5020 2.4729 0.01 0.00 0.02
C 2.8763 -4.4036 2.0214 0.00 -0.02 -0.01
C 1.9017 -3.9351 1.1530 -0.04 0.04 -0.03
S 0.6331 -4.8376 0.3666 0.05 0.02 -0.04
H -0.8976 -2.7193 -2.0226 0.07 -0.07 -0.07
H -1.2309 -4.3269 -1.6058 0.01 -0.01 -0.01
H 2.8330 -0.6931 0.8294 -0.02 0.03 0.03
H 4.5672 -1.4924 2.3907 0.00 0.00 0.00
H 4.5916 -3.8348 3.1551 0.00 0.00 -0.01
H 2.9047 -5.4411 2.3246 -0.01 0.00 0.01
O -0.0084 -1.0203 2.7448 -0.32 0.19 -0.15
N 0.3951 -0.1798 1.9703 1.09 -0.65 -0.09
O 1.1561 0.7239 2.2916 -0.43 0.23 -0.08
```
Forces are in eV/Å.

The value obtained for the frontier orbital gap (alpha / beta) is 7.77 / 7.77 eV. The value obtained for the HOMO energy (alpha / beta) is -0.4176 / -0.4176 hartree. Its LUMO energy (alpha / beta) is -3.5955 / -3.5961 eV. The max |F| is 0.025 hartree/bohr. The net charge is +1. For the molar mass, the calculation gives 448.9 g/mol.


Formula: C13H20N7O4S5SbTc
Source: the OMol25 dataset
Level of theory: wB97M-V/def2-TZVPD

XYZ file:
```
51
Properties=species:S:1:pos:R:3:forces:R:3
Tc 10.0223 12.8124 8.0256 -0.10 -0.63 -2.39
N 10.8755 14.5709 8.7284 0.49 1.14 -2.56
C 11.7846 14.2339 9.7612 1.04 -0.38 1.29
C 11.1976 13.0834 10.5566 -0.09 0.70 -0.05
O 11.6472 12.6565 11.5671 -0.26 -0.29 0.37
N 10.0984 12.5223 9.8359 0.30 -0.76 1.40
C 9.0893 11.7615 10.5853 0.11 -0.10 -0.88
C 8.1436 11.2444 9.5308 0.63 0.07 -0.13
O 7.4141 10.3034 9.7080 -0.64 -0.21 -0.02
O 8.3243 11.7842 8.3387 0.61 0.02 -0.08
H 11.3615 15.0222 7.9087 -0.58 -0.65 0.94
H 10.2168 15.2763 9.0290 -0.67 -0.07 0.21
H 12.0587 15.1265 10.3053 0.12 -0.17 0.73
H 12.6895 13.7499 9.3905 0.16 0.50 -0.43
H 8.6287 12.3981 11.3152 -0.41 0.22 0.32
H 9.4558 10.8625 11.0633 0.69 0.04 0.25
S 11.4343 13.9396 3.9945 -0.01 0.00 -0.11
Sb 11.8886 11.9604 4.8634 -0.07 -0.81 0.02
S 12.1381 12.4383 7.3352 -0.81 -0.21 0.33
S 9.5844 11.1729 5.6709 -0.57 0.59 0.67
S 12.9036 10.0218 4.4986 0.09 0.41 -0.09
N 7.7187 13.9542 5.1119 0.50 0.33 -1.92
C 7.9146 14.1185 6.4186 0.69 -0.54 0.47
O 9.1905 14.0652 6.7933 -0.53 0.69 0.32
C 6.9151 14.2273 7.3664 -0.77 0.28 0.76
C 7.2637 14.2847 8.7720 -1.29 -0.06 -4.69
N 7.7932 14.1121 9.7524 1.22 0.49 3.33
C 5.5716 13.9899 6.9442 -0.24 0.03 -0.04
N 4.5251 13.7382 6.5247 0.46 0.18 0.19
H 8.5395 13.9249 4.4803 -0.47 0.02 1.01
H 6.8901 14.2550 4.6041 -0.09 -0.18 0.78
C 11.4529 6.4956 6.4603 0.30 0.67 1.47
C 10.2379 6.6298 5.6047 -1.94 0.20 -0.13
N 9.0724 7.2833 6.3455 1.12 -1.24 -0.89
C 8.9064 8.4542 6.9057 0.52 0.60 -0.72
S 10.1724 9.7126 6.9752 0.77 -1.16 0.37
N 7.7334 8.7160 7.3893 -1.11 0.58 0.78
C 6.6969 7.7536 7.1114 -3.52 0.13 0.50
C 6.4516 6.6088 8.1124 0.40 -0.48 -0.04
H 11.5101 5.5442 6.9993 0.17 0.10 -0.35
H 11.4010 7.2864 7.2689 0.43 -0.78 -0.99
H 12.3109 6.6925 5.8144 0.21 -0.28 0.53
H 9.6817 5.6907 5.3842 1.25 0.31 -0.41
H 10.5393 7.1508 4.6698 -0.91 -0.08 0.59
H 8.2806 6.6360 6.4626 1.06 0.55 -0.03
H 7.5357 9.5405 8.0134 0.23 -0.83 -0.57
H 6.8381 7.3290 6.1155 -0.34 0.47 -0.08
H 5.6881 8.2576 7.1148 1.28 0.10 -0.32
H 7.2458 5.8514 8.0093 -0.08 0.19 0.61
H 5.5203 6.0431 7.8349 0.71 0.89 0.38
H 6.4040 7.0267 9.1429 -0.03 -0.61 -0.68
```
Forces are in eV/Å.

The value obtained for the frontier orbital gap (alpha / beta) is 5.73 / 5.72 eV. The value obtained for the HOMO energy (alpha / beta) is -0.4238 / -0.4239 hartree. Its LUMO energy (alpha / beta) is -5.8056 / -5.8107 eV. The relative energy (zero: lowest compared OMol25 entry of this formula, charge and spin) is 2.231 eV. The max |F| is 0.095 hartree/bohr. The net charge is +1. For the molar mass, the calculation gives 718.4 g/mol.


Formula: C13H20NO8P
Source: the OMol25 dataset
Level of theory: wB97M-V/def2-TZVPD

XYZ file:
```
43
Properties=species:S:1:pos:R:3:forces:R:3
C 4.2378 0.5046 -1.2079 0.11 -0.01 0.24
C 3.3302 -0.7237 -1.7886 0.80 2.32 0.92
O 4.1620 -1.4314 -2.7420 -0.43 0.74 0.20
C 2.8776 -1.5954 -0.5206 0.22 -0.11 -0.44
N 1.6917 -2.4770 -0.7431 0.09 0.72 -1.15
C 0.4651 -1.6782 -1.1290 0.30 0.63 -0.10
C -0.8087 -1.9742 -0.1991 1.08 0.96 1.21
O -1.9804 -2.4880 -0.8983 -0.27 1.75 -2.17
C -2.4025 -1.6342 -1.9444 -0.70 1.33 0.44
C -3.0532 -0.3699 -1.9159 2.35 -4.45 -1.39
P -3.6305 0.5930 -0.4027 -2.98 4.07 -2.45
O -4.2999 1.9152 -0.8913 1.91 -3.04 1.35
C -3.1508 -0.0509 -3.4817 -1.71 4.68 1.09
O -3.4824 1.0988 -3.8453 1.55 -5.51 0.30
O -2.8066 -1.1766 -4.3319 0.98 0.29 2.65
C -2.1418 -2.0946 -3.4564 1.61 -2.36 1.15
O -1.4305 -3.0826 -3.7201 -3.19 4.21 0.06
H 4.0523 1.4903 -1.7561 0.18 -1.38 0.64
H 4.0207 0.6880 -0.0930 0.37 -0.23 -1.70
H 5.3602 0.2519 -1.3208 -1.81 0.28 0.26
H 2.4514 -0.2198 -2.3432 1.05 -1.09 0.93
H 4.6271 -0.7305 -3.2645 -0.66 -1.01 0.64
H 2.5987 -0.8865 0.3504 0.69 -1.15 -1.44
H 3.7706 -2.2763 -0.2543 -1.33 1.20 -0.18
H 1.9358 -3.0556 -1.5732 -0.34 0.36 0.97
H 0.6946 -0.5477 -1.0144 -0.35 -1.81 -0.18
H 0.3037 -1.8635 -2.2439 -0.38 0.29 1.56
H -0.5059 -2.6999 0.6480 -0.70 0.89 -1.72
H -1.1107 -0.9991 0.3379 0.46 -1.44 -0.84
H -2.6101 0.8523 0.5663 -0.08 -0.82 -0.55
H -4.6892 -0.1613 0.2265 1.19 -0.34 -0.23
O -0.1248 0.0498 2.4262 -0.70 0.50 0.09
C -0.4960 1.0601 2.9687 0.61 -0.64 -0.51
O -1.7443 1.5830 2.8284 0.32 -0.47 -0.10
C -1.8130 2.8386 3.5160 -0.38 0.57 0.14
C -0.7031 2.7918 4.5398 0.16 0.31 0.54
C 0.3439 1.9447 3.8483 -0.13 0.14 0.50
H -1.6738 3.6431 2.7879 -0.02 -0.08 0.01
H -2.7938 2.9494 3.9814 0.02 -0.16 -0.25
H -0.3451 3.7804 4.8318 -0.11 -0.06 -0.06
H -1.0521 2.2796 5.4421 0.01 0.08 -0.09
H 1.0053 2.5467 3.2206 0.05 -0.15 0.00
H 0.9202 1.3556 4.5615 0.15 -0.03 -0.35
```
Forces are in eV/Å.

The SMILES is C[C@@H](O)CNCCOC1=C([PH2]=O)C(=O)OC1=O.O=C1CCCO1. The value obtained for the frontier orbital gap is 7.99 eV. The value obtained for the HOMO energy is -0.3380 hartree. Its LUMO energy is -1.2072 eV. The max |F| is 0.111 hartree/bohr. The net charge is 0. For the molar mass, the calculation gives 349.3 g/mol.


Formula: C13H21BN6OSr
Source: the OMol25 dataset
Level of theory: wB97M-V/def2-TZVPD

XYZ file:
```
43
Properties=species:S:1:pos:R:3:forces:R:3
H 0.5583 3.2870 0.2074 0.28 0.32 0.47
N 0.2721 1.7107 -1.1693 0.06 2.29 -0.72
B -0.1784 0.2803 -3.1663 -0.21 -0.12 -0.05
N 0.2039 1.6524 -2.5408 0.83 0.71 1.44
C 0.5071 2.8778 -3.0745 -0.15 -1.09 1.20
Sr 0.4034 0.1803 0.7430 -0.29 -0.49 0.27
H 0.5096 3.0110 -4.1510 0.05 0.08 0.32
C 0.7638 3.7358 -2.0067 0.07 1.31 0.06
H 1.0516 4.8022 -2.0503 -0.33 -0.90 -0.15
C 0.5671 3.0076 -0.8202 -0.33 -2.19 -2.73
H -0.2128 0.3623 -4.3547 0.03 0.06 -0.25
C -1.5155 -2.1131 1.9478 -0.29 -0.90 0.41
H -1.4187 -2.0234 3.0395 0.21 -0.72 -0.65
H -0.7359 -2.7222 1.3708 -0.76 1.65 0.60
H -2.5308 -2.1879 1.5590 0.39 -0.61 0.10
N -1.6018 -0.0760 -2.6527 -0.41 -0.08 1.47
N 0.8419 -0.8489 -2.7688 0.88 -0.14 1.91
N -1.8816 -0.1972 -1.2916 0.45 -0.47 -0.74
N 1.0318 -1.0707 -1.4137 -0.05 -1.08 -0.50
C -2.7170 -0.3319 -3.3689 -0.03 -0.12 1.24
C 1.6374 -1.7005 -3.4649 -0.10 0.03 1.27
H -2.6903 -0.2808 -4.4338 -0.06 0.03 -0.40
H 1.6423 -1.6710 -4.5388 0.08 -0.04 -0.10
C -3.7405 -0.6530 -2.4823 0.64 0.03 -0.33
C 2.3236 -2.5161 -2.5511 -1.12 0.84 0.21
C -3.1469 -0.5886 -1.2082 -0.18 0.09 -0.28
C 1.8662 -2.1229 -1.2716 -0.59 1.15 -1.91
H -4.7467 -0.9016 -2.7339 -0.34 -0.13 -0.05
H 3.0301 -3.2738 -2.7419 0.50 -0.68 -0.39
H -3.6128 -0.8528 -0.2464 0.38 0.43 -0.54
H 2.0277 -2.5725 -0.3019 0.31 0.20 -0.02
H -2.7074 -0.7740 2.7009 0.56 0.60 -0.54
C 2.5296 0.3358 4.8841 0.49 0.08 -0.24
C 1.2858 0.0222 4.0558 0.33 -0.02 0.51
C 0.0103 0.7908 4.4837 0.07 0.07 -0.01
O 1.6624 0.2582 2.7268 -1.53 -0.52 -0.20
H 2.8686 1.3427 4.6248 -0.26 0.23 0.42
H 3.3120 -0.2770 4.4025 -0.19 -0.09 0.68
H 2.4657 0.1770 5.9810 0.03 0.06 -0.64
H 1.0676 -1.0459 4.3280 -0.01 0.18 -0.71
H 0.1209 1.8579 4.2587 0.00 -0.07 -0.02
H -0.8652 0.4058 3.9357 0.19 0.14 -0.03
H -0.2583 0.7039 5.5548 0.39 -0.10 -0.39
```
Forces are in eV/Å.

The value obtained for the frontier orbital gap (alpha / beta) is 6.66 / 6.93 eV. The value obtained for the HOMO energy (alpha / beta) is -0.3001 / -0.3003 hartree. Its LUMO energy (alpha / beta) is -1.5039 / -1.2441 eV. The max |F| is 0.068 hartree/bohr. The net charge is 0. For the molar mass, the calculation gives 375.8 g/mol.


Look up the max |F| of the fifth one. 0.111 hartree/bohr